(1)
The following is a quantum chemistry calculation of a structure of composition C25H20F15Ge2InN2S, from the OMol25 dataset.

HOMO = -7.0 eV
E_LUMO = -0.254 eV
HOMO-LUMO gap = 6.74 eV
Energy relative to the best compared isomer or geometry (same formula, charge and spin) = 0.0 kJ/mol

Geometry (Å):
In -0.962 0.365 0.502
N -1.082 -1.968 1.071
C 0.059 -2.533 1.821
C 1.290 -2.646 0.930
C 1.814 -1.340 0.344
N 0.904 -0.789 -0.676
H -1.972 -2.149 1.525
H -1.145 -2.408 0.157
H -0.183 -3.522 2.216
H 0.263 -1.877 2.671
H 1.079 -3.350 0.116
H 2.090 -3.100 1.518
H 2.816 -1.506 -0.059
H 1.907 -0.591 1.134
H 0.809 -1.419 -1.466
H 1.255 0.103 -1.019
C -0.570 3.428 3.506
Ge -0.282 3.581 1.563
C 1.104 4.940 1.282
C -1.959 4.254 0.810
C 0.292 1.966 0.706
H -0.822 4.392 3.954
H 0.329 3.046 3.993
H -1.386 2.729 3.703
H 0.822 5.881 1.759
H 1.251 5.119 0.217
H 2.055 4.612 1.707
H -2.167 5.256 1.191
H -2.787 3.600 1.095
H -1.905 4.300 -0.279
H 1.166 1.591 1.264
F -7.323 1.308 -1.596
C -6.967 0.203 -2.264
C -5.638 -0.073 -2.533
C -5.385 -1.225 -3.261
F -4.127 -1.528 -3.610
C -6.383 -2.081 -3.683
F -6.097 -3.179 -4.380
C -7.699 -1.781 -3.377
F -8.674 -2.592 -3.770
C -7.996 -0.631 -2.669
F -9.263 -0.337 -2.382
Ge -4.107 1.000 -1.930
S -2.899 -0.433 -0.806
C -4.741 2.499 -0.845
C -5.396 2.221 0.345
F -5.625 0.948 0.692
C -5.854 3.208 1.193
F -6.481 2.903 2.327
C -5.663 4.535 0.844
F -6.090 5.499 1.649
C -5.025 4.853 -0.340
F -4.827 6.129 -0.663
C -4.573 3.835 -1.162
F -3.947 4.200 -2.287
C -3.136 1.658 -3.501
C -3.580 1.568 -4.808
F -4.791 1.070 -5.091
C -2.811 1.988 -5.881
F -3.264 1.880 -7.128
C -1.558 2.524 -5.649
F -0.810 2.929 -6.667
C -1.086 2.644 -4.353
F 0.117 3.168 -4.130
C -1.883 2.215 -3.310
F -1.413 2.371 -2.067


(2)
The following is a quantum chemistry calculation of an isolated molecule of C25H20F2S, from the OMol25 dataset.

HOMO = -8.4 eV
E_LUMO = 0.081 eV
HOMO-LUMO gap = 8.46 eV
SMILES = Cc1ccc(C(Sc2ccc3ccccc3c2)c2ccc(C)c(F)c2)cc1F

Geometry (Å):
C -3.230 -3.923 -4.024
C -2.359 -3.062 -3.173
C -2.717 -2.654 -1.877
C -1.932 -1.755 -1.171
C -0.711 -1.291 -1.676
C 0.089 -0.304 -0.822
S 0.814 -1.190 0.576
C -0.018 -0.554 1.988
C -1.163 -1.223 2.494
C -1.737 -0.805 3.682
C -1.245 0.323 4.383
C -1.858 0.817 5.555
C -1.365 1.943 6.205
C -0.178 2.566 5.749
C 0.464 2.081 4.622
C -0.067 0.988 3.890
C 0.518 0.527 2.693
C 1.155 0.586 -1.458
C 1.893 1.388 -0.592
C 2.971 2.149 -1.029
C 3.316 2.175 -2.392
C 4.473 2.964 -2.901
C 2.521 1.427 -3.250
F 2.894 1.338 -4.570
C 1.391 0.719 -2.834
C -0.274 -1.806 -2.897
C -1.128 -2.609 -3.641
F -0.756 -2.954 -4.918
H -4.084 -4.269 -3.430
H -3.631 -3.373 -4.888
H -2.696 -4.801 -4.413
H -3.639 -3.038 -1.427
H -2.264 -1.389 -0.197
H -0.639 0.363 -0.331
H -1.561 -2.050 1.916
H -2.600 -1.322 4.098
H -2.745 0.303 5.929
H -1.907 2.368 7.054
H 0.218 3.432 6.286
H 1.389 2.539 4.272
H 1.402 1.025 2.311
H 1.624 1.418 0.461
H 3.556 2.729 -0.312
H 4.863 3.593 -2.095
H 5.287 2.313 -3.247
H 4.201 3.622 -3.736
H 0.746 0.257 -3.574
H 0.717 -1.583 -3.286


(3)
The following is a quantum chemistry calculation of a structure of composition C25H20F5N4OSr, from the OMol25 dataset.

HOMO = -9.9 eV
E_LUMO = -2.780 eV
HOMO-LUMO gap = 7.17 eV
Energy relative to the best compared isomer or geometry (same formula, charge and spin) = 0.0 kJ/mol
Net charge = +1

Geometry (Å):
Sr 0.204 0.420 -0.616
C -1.718 -1.566 1.638
C -1.707 -0.196 2.340
C -0.354 0.244 2.848
C -0.056 0.151 4.200
C 1.170 0.599 4.660
C 2.069 1.137 3.753
C 1.707 1.185 2.422
N 0.525 0.743 1.965
N -1.463 -1.526 0.182
C -0.829 -2.783 -0.254
C 0.603 -2.900 0.213
C 1.036 -4.012 0.914
C 2.377 -4.113 1.253
C 3.237 -3.094 0.882
C 2.718 -2.007 0.202
N 1.426 -1.898 -0.128
C -2.706 -1.326 -0.581
C -3.249 0.086 -0.542
C -4.590 0.322 -0.292
C -5.068 1.623 -0.355
C -4.190 2.646 -0.664
C -2.862 2.326 -0.888
N -2.392 1.078 -0.830
H -2.683 -2.051 1.831
H -0.956 -2.197 2.098
H -2.385 -0.250 3.192
H -2.111 0.574 1.682
H -0.789 -0.253 4.885
H 1.415 0.543 5.713
H 3.029 1.518 4.069
H 2.377 1.608 1.680
H -0.831 -2.803 -1.346
H -1.387 -3.665 0.084
H 0.336 -4.793 1.180
H 2.743 -4.975 1.795
H 4.292 -3.135 1.114
H 3.360 -1.186 -0.099
H -3.495 -2.015 -0.255
H -2.496 -1.560 -1.628
H -5.251 -0.501 -0.055
H -6.113 1.833 -0.166
H -4.519 3.673 -0.729
H -2.141 3.101 -1.126
F 3.499 2.877 -6.417
C 3.078 2.666 -5.168
C 2.166 1.665 -4.896
F 1.689 0.895 -5.875
C 1.756 1.474 -3.592
F 0.844 0.478 -3.316
C 2.200 2.228 -2.505
O 1.778 2.001 -1.290
C 3.122 3.237 -2.829
F 3.605 4.010 -1.850
C 3.551 3.450 -4.124
F 4.431 4.415 -4.383


(4)
The following is a quantum chemistry calculation of a structure of composition C25H20F6N2O5ReS3Sb, from the OMol25 dataset.

Multiplicity = 3
⟨S²⟩ = 2.011
HOMO (alpha / beta) = -14.2 / -14.1 eV
E_LUMO (alpha / beta) = -6.211 / -6.742 eV
HOMO-LUMO gap (alpha / beta) = 7.98 / 7.36 eV
Energy relative to the best compared isomer or geometry (same formula, charge and spin) = 0.0 kJ/mol
Net charge = +2

Geometry (Å):
Re 0.148 1.449 -0.134
F 1.989 5.644 0.637
C 0.699 5.379 0.668
F 0.020 6.418 1.097
F 0.282 5.045 -0.555
S 0.398 3.937 1.854
O -0.522 2.996 1.132
O -0.121 4.474 3.046
N 1.822 3.273 2.031
S 2.358 2.324 0.939
O 2.068 2.714 -0.452
O 1.930 0.921 1.111
C 4.206 2.376 1.216
F 4.775 1.937 0.108
F 4.485 1.579 2.226
F 4.565 3.610 1.470
S -1.307 -0.094 0.913
Sb -0.195 -2.038 0.233
C 0.797 -2.993 1.788
C 0.647 -2.525 3.091
C 1.301 -3.179 4.125
C 2.098 -4.281 3.856
C 2.249 -4.744 2.556
C 1.597 -4.103 1.515
C -1.458 -3.352 -0.766
C -2.176 -2.930 -1.884
C -3.015 -3.819 -2.532
C -3.140 -5.121 -2.062
C -2.430 -5.538 -0.947
C -1.583 -4.654 -0.293
C 1.172 -1.082 -1.044
C 2.541 -1.260 -0.934
C 3.399 -0.498 -1.720
C 2.904 0.464 -2.591
C 1.535 0.649 -2.709
C 0.656 -0.125 -1.939
H 0.032 -1.659 3.303
H 1.187 -2.828 5.141
H 2.605 -4.786 4.667
H 2.871 -5.605 2.355
H 1.711 -4.480 0.503
H -2.086 -1.915 -2.258
H -3.572 -3.503 -3.403
H -3.798 -5.812 -2.570
H -2.535 -6.550 -0.583
H -1.036 -4.985 0.582
H 2.954 -1.972 -0.229
H 4.468 -0.649 -1.641
H 3.584 1.060 -3.184
H 1.135 1.379 -3.401
H -0.405 -0.087 -2.166
O -1.115 2.187 -1.485
N -2.325 2.747 -1.205
C -3.367 1.956 -0.918
C -4.602 2.520 -0.683
C -4.750 3.897 -0.765
C -3.653 4.681 -1.095
C -2.435 4.077 -1.318
H -3.158 0.899 -0.882
H -5.434 1.874 -0.445
H -5.713 4.354 -0.585
H -3.727 5.755 -1.186
H -1.529 4.591 -1.597


(5)
The following is a quantum chemistry calculation of a structure of composition C25H20I2N4OTa, from the OMol25 dataset.

HOMO = -16.1 eV
E_LUMO = -12.070 eV
HOMO-LUMO gap = 4.03 eV
Net charge = +3

Geometry (Å):
Ta 0.835 0.786 0.195
I -6.635 -0.636 1.513
C -4.729 0.040 1.079
C -4.367 1.349 1.399
C -3.093 1.821 1.102
I -2.476 3.734 1.607
C -2.223 0.954 0.469
O -0.930 1.312 0.187
C -2.541 -0.364 0.158
C -1.497 -1.217 -0.507
N -0.159 -1.187 0.257
C -0.316 -1.780 1.638
C 0.124 -0.810 2.691
C -0.072 -0.980 4.047
C 0.411 -0.013 4.921
C 1.093 1.102 4.432
C 1.270 1.205 3.075
N 0.782 0.268 2.229
C -3.807 -0.823 0.475
H -5.079 2.001 1.886
H -1.815 -2.259 -0.553
H -1.279 -0.879 -1.522
H 0.464 -1.816 -0.253
H -1.363 -2.046 1.783
H 0.276 -2.695 1.698
H -0.598 -1.850 4.418
H 0.259 -0.127 5.987
H 1.484 1.862 5.094
H 1.810 2.044 2.634
H -4.096 -1.840 0.239
C -1.777 0.653 -4.980
C -1.786 1.576 -3.940
C -0.845 1.489 -2.928
C 0.116 0.485 -2.992
C 0.134 -0.451 -4.022
C -0.824 -0.360 -5.016
N 1.109 0.407 -1.960
N 2.272 0.070 -2.324
C 3.205 -0.117 -1.315
C 4.491 -0.421 -1.721
C 5.470 -0.615 -0.739
C 5.141 -0.513 0.602
C 3.831 -0.213 0.995
C 2.820 0.028 0.057
H -2.515 0.723 -5.767
H -2.517 2.372 -3.924
H -0.843 2.230 -2.135
H 0.885 -1.231 -4.045
H -0.823 -1.078 -5.825
H 4.722 -0.504 -2.775
H 6.484 -0.855 -1.033
H 5.902 -0.675 1.354
H 3.617 -0.159 2.056


(6)
The following is a quantum chemistry calculation of a structure of composition C25H20IN6ORuSe, from the OMol25 dataset.

Multiplicity = 5
⟨S²⟩ = 6.078
HOMO (alpha / beta) = -16.5 / -16.3 eV
E_LUMO (alpha / beta) = -10.719 / -12.798 eV
HOMO-LUMO gap (alpha / beta) = 5.80 / 3.53 eV
Net charge = +3

Geometry (Å):
Ru -0.722 0.157 0.388
C -0.013 4.533 0.630
C -0.612 3.158 0.494
N 0.143 2.033 0.423
N 1.437 2.255 0.409
C 2.095 1.116 0.378
O 1.524 -0.018 0.290
C 3.552 1.147 0.464
C 4.205 -0.096 0.449
C 5.586 -0.202 0.437
C 6.368 0.973 0.504
C 5.718 2.218 0.551
C 4.328 2.309 0.478
C -2.000 2.902 0.432
C -2.983 3.932 0.506
C -4.290 3.618 0.213
C -4.618 2.285 -0.066
C -3.630 1.324 -0.033
N -2.331 1.577 0.238
H 1.051 4.370 0.738
H -0.500 5.063 1.450
H -0.143 5.140 -0.284
H 3.581 -1.025 0.391
H 6.069 -1.184 0.386
H 7.462 0.905 0.487
H 6.344 3.096 0.673
H 3.783 3.274 0.482
H -2.645 4.937 0.718
H -5.077 4.383 0.260
H -5.666 2.005 -0.314
H -3.834 0.273 -0.186
Se 0.585 -3.238 1.892
N 0.104 -2.045 0.571
C 0.454 -2.548 -0.612
C 0.378 -1.912 -1.884
C 0.907 -2.573 -2.966
C 1.601 -3.824 -2.876
C 1.689 -4.524 -1.689
C 1.148 -3.896 -0.501
N 1.342 -4.472 0.659
H -0.136 -0.928 -1.979
H 0.844 -2.117 -3.962
H 2.029 -4.208 -3.808
H 2.161 -5.498 -1.536
I -1.742 -0.397 3.079
C -2.733 -1.516 1.557
C -3.697 -2.483 1.813
C -4.254 -3.152 0.717
C -3.843 -2.789 -0.572
C -2.861 -1.826 -0.751
N -2.298 -1.197 0.317
H -4.011 -2.667 2.849
H -5.029 -3.916 0.887
H -4.276 -3.248 -1.458
H -2.547 -1.487 -1.735


(7)
The following is a quantum chemistry calculation of a structure of composition C25H21Br4MoN2O12P2, from the OMol25 dataset.

HOMO (alpha / beta) = -11.8 / -11.8 eV
E_LUMO (alpha / beta) = -6.039 / -6.049 eV
HOMO-LUMO gap (alpha / beta) = 5.71 / 5.70 eV
Energy relative to the best compared isomer or geometry (same formula, charge and spin) = 0.0 kJ/mol
Net charge = +1

Geometry (Å):
Mo -0.232 -0.680 -1.745
Br 5.817 -1.298 -5.063
C 4.085 -1.586 -4.424
C 3.320 -2.684 -4.911
Br 4.045 -3.834 -6.194
C 2.032 -2.923 -4.455
Br 0.939 -4.327 -5.009
C 1.529 -2.040 -3.501
O 0.311 -2.045 -2.988
C 2.275 -0.959 -3.034
O 1.577 -0.224 -2.180
C 3.570 -0.711 -3.479
Br 4.477 0.759 -2.772
O -2.773 1.518 -1.724
P -2.575 0.904 -3.170
O -2.912 1.740 -4.298
O -1.067 0.365 -3.068
O -3.393 -0.483 -3.121
P -3.008 -1.932 -2.574
O -4.212 -2.300 -1.643
O -2.571 -2.896 -3.564
O -1.871 -1.544 -1.476
H -3.389 2.265 -1.708
H -4.731 -3.050 -1.968
C 2.459 -2.980 0.399
C 1.381 -4.073 0.404
C 0.109 -3.375 -0.085
O 0.469 -1.952 -0.189
C 1.660 -1.719 0.629
H 2.958 -2.927 -0.571
H 3.217 -3.130 1.164
H 1.230 -4.460 1.411
H 1.646 -4.908 -0.240
H -0.719 -3.431 0.618
H -0.223 -3.685 -1.074
H 1.317 -1.609 1.659
H 2.117 -0.794 0.286
O 0.675 2.505 -1.696
C 0.273 2.107 -0.639
N 0.122 2.763 0.531
C -0.472 1.997 1.612
C -0.695 0.646 0.913
O -1.150 -0.347 1.400
N -0.151 0.742 -0.395
C -1.779 2.638 2.067
C -1.687 3.807 2.820
C -2.831 4.493 3.192
C -4.080 4.009 2.827
C -4.176 2.838 2.092
C -3.029 2.153 1.709
C 0.498 1.731 2.760
C 1.856 1.986 2.630
C 2.724 1.682 3.673
C 2.238 1.114 4.839
C 0.878 0.851 4.966
C 0.010 1.159 3.933
H 0.246 3.762 0.564
H -0.716 4.175 3.132
H -2.748 5.399 3.776
H -4.975 4.539 3.124
H -5.148 2.446 1.821
H -3.129 1.232 1.149
H 2.245 2.428 1.722
H 3.780 1.897 3.572
H 2.913 0.881 5.651
H 0.494 0.413 5.877
H -1.049 0.961 4.036


(8)
The following is a quantum chemistry calculation of a structure of composition C25H21BrMoN2O2, from the OMol25 dataset.

Multiplicity = 3
⟨S²⟩ = 2.053
HOMO (alpha / beta) = -7.8 / -7.9 eV
E_LUMO (alpha / beta) = -1.511 / -1.210 eV
HOMO-LUMO gap (alpha / beta) = 6.34 / 6.65 eV

Geometry (Å):
C 1.808 0.764 -1.254
C 0.907 1.575 -0.478
C 0.819 1.008 0.860
H 0.487 2.534 -0.757
C 1.690 -0.107 0.925
C 2.247 -0.312 -0.407
H 3.014 -1.062 -0.595
H 2.160 1.064 -2.222
H 0.403 1.531 1.734
H 2.068 -0.550 1.867
Mo 0.056 -0.480 -0.894
Br -1.662 0.425 -2.377
C 0.101 -2.435 -2.371
C 1.405 -2.779 -1.874
C 2.354 -1.920 -2.516
H 1.650 -3.689 -1.351
C 1.673 -1.062 -3.418
C 0.291 -1.378 -3.373
H -0.444 -1.058 -4.097
H -0.804 -3.022 -2.304
H 3.420 -2.026 -2.468
H 2.132 -0.453 -4.183
O -0.728 -2.001 2.291
C -1.512 -1.123 1.975
N -2.553 -0.661 2.808
C -2.980 0.694 2.581
C -2.331 0.838 1.185
O -2.466 1.864 0.483
N -1.545 -0.268 0.820
C -4.553 0.775 2.632
C -5.333 0.937 1.482
C -6.729 0.957 1.580
C -7.371 0.864 2.808
C -6.600 0.732 3.963
C -5.200 0.717 3.888
C -2.482 1.807 3.634
C -3.001 3.124 3.579
C -2.567 4.130 4.455
C -1.600 3.862 5.426
C -1.111 2.559 5.513
C -1.540 1.537 4.635
H -2.644 -1.117 3.750
H -4.822 1.086 0.530
H -7.314 1.079 0.680
H -8.456 0.905 2.888
H -7.075 0.671 4.944
H -4.606 0.710 4.811
H -3.682 3.407 2.774
H -2.934 5.152 4.341
H -1.185 4.666 6.046
H -0.326 2.330 6.235
H -1.056 0.554 4.665